No. 1
The following is a DFT calculation (ωB97M-V with the def2-TZVPD basis set) of C39H35NO9P4S2Ta as an isolated structure at a distorted geometry.

The geometry in ORCA input format:
```
! RIJCOSX wB97M-V def2-TZVPD def2/J DEFGRID3
* xyz 1 1
H 2.449 3.699 -6.457
O -0.589 -2.527 -2.327
H 6.730 1.615 3.231
H -3.788 2.935 -0.289
C -0.090 4.024 1.635
H -4.260 0.506 -3.762
C -2.319 1.213 -3.207
P -0.918 3.103 0.327
P -1.620 -2.327 -1.138
H -3.389 4.586 -4.751
H 3.003 4.633 2.864
H 5.156 1.982 3.997
C 4.092 0.772 0.332
H -0.577 5.764 -0.663
C -3.970 2.565 -4.312
H 1.322 0.657 5.832
C 1.923 4.654 2.785
C -2.092 4.248 -0.410
C -1.827 3.506 -3.765
S -1.861 1.496 1.159
H 5.620 3.223 2.099
H 3.354 -2.404 1.232
C 5.770 1.202 3.544
H -0.805 5.906 4.359
C 1.202 3.296 -3.336
H 1.492 4.646 -1.696
C 1.169 5.337 3.728
O 1.325 0.792 1.353
H 1.659 5.851 4.545
H -4.956 2.671 -4.749
C 3.816 1.470 -0.831
H 0.644 1.655 3.667
C -1.615 5.490 -0.829
H 3.299 0.969 -1.643
C 2.997 -1.408 3.759
C 2.452 5.345 -3.495
H 1.073 2.128 -5.143
O -0.892 -3.087 0.096
H -5.324 4.552 -1.358
C 1.798 0.292 2.503
C 4.188 2.800 -0.942
C -3.091 3.640 -4.316
H 4.080 -1.149 -0.448
C 2.696 -0.789 2.536
C -0.219 5.368 3.626
O 5.089 0.601 2.444
H -0.949 -3.129 -2.999
C -3.583 1.351 -3.759
C -3.426 3.908 -0.602
H -0.985 -1.848 2.496
H 3.989 3.339 -1.857
C -2.474 6.388 -1.440
S 0.914 0.271 -2.434
H -2.107 7.355 -1.761
C -1.437 2.291 -3.201
H 5.104 4.463 0.052
C -3.810 6.048 -1.627
O -2.963 -2.799 -1.420
C 1.468 3.025 -4.677
O -1.465 -0.821 -0.718
O 1.105 -3.543 1.617
O -0.394 -1.398 1.871
H 2.829 6.253 -3.039
C 4.816 3.422 0.125
C 3.295 -1.325 1.346
O 1.072 -1.497 -0.005
H 5.931 0.404 4.261
H 3.316 5.764 -5.411
C 1.701 0.242 4.906
C 0.216 2.357 -0.699
P 0.166 2.174 -2.380
H -1.148 4.351 -3.779
H 3.633 -2.286 3.763
C 1.695 4.452 -2.745
C 5.103 2.726 1.290
C 2.235 3.909 -5.417
C 4.770 1.381 1.398
Ta 0.028 0.271 -0.039
C -4.284 4.814 -1.210
C 1.327 0.815 3.709
H -2.019 0.266 -2.788
H -1.931 4.741 2.501
N 3.804 -0.632 0.377
H -4.483 6.754 -2.098
H 2.771 -1.357 5.881
C 1.297 3.992 1.736
C 2.723 5.071 -4.826
P 0.351 -2.515 0.924
C -0.848 4.713 2.581
H 1.874 3.442 1.000
C 2.522 -0.888 4.939
*
```

Values from the calculation:
energy relative to the best compared isomer or geometry (same formula, charge and spin) = 0.0 kcal per mole
total energy = -4458.1872 Eh

Atomic partial charges in e from the Mulliken method, atoms 1 to 4: 0.42, -0.43, 0.41, 0.42



No. 2
The following is a DFT calculation (ωB97M-V with the def2-TZVPD basis set) of C39H36BrF3N6O13STi as an isolated structure at a distorted geometry.

The geometry in ORCA input format:
```
! RIJCOSX wB97M-V def2-TZVPD def2/J DEFGRID3
* xyz -1 2
H -5.919 -0.841 5.599
C -1.494 -1.272 5.793
H -2.119 1.376 -2.697
N 4.096 0.115 0.663
S 1.781 -2.114 2.164
H -2.826 -2.959 4.104
C -0.396 5.207 -0.557
H 4.473 1.059 0.656
C 2.899 -1.344 -3.633
O 2.479 1.200 -1.263
C -1.070 2.604 -1.389
N -2.633 -0.991 6.498
O -2.465 -5.635 -3.654
O 0.391 1.790 0.259
C 0.161 4.118 0.031
H -3.652 -0.198 4.876
N 1.860 1.113 1.720
C -2.532 -1.040 7.952
H -2.727 -1.954 -5.212
C -1.794 -0.891 -3.644
H -0.344 0.534 4.101
C -1.682 3.751 -1.958
H 4.423 -0.365 1.495
N -1.055 -0.065 2.275
C -2.417 -2.022 2.207
F 3.843 -2.691 0.635
C -1.347 -3.344 -2.440
C 2.150 5.522 -3.379
H -2.449 -2.456 9.577
H -1.159 -4.310 -1.992
H -2.974 -2.731 1.609
C 2.661 2.500 -1.181
C 2.569 -2.053 -2.323
H 1.166 -2.178 -4.553
Br 5.365 -0.391 -2.508
C 0.846 1.931 1.627
O 0.816 -2.907 2.853
H 2.209 1.025 2.664
H 0.891 4.195 0.818
H -3.357 -3.037 8.168
H -4.038 0.537 6.432
H 3.492 0.430 -7.026
H -0.091 6.195 -0.255
C -1.327 1.333 -1.945
H 1.493 1.040 -2.792
O 0.313 2.718 2.375
N -0.200 2.866 -0.331
H -1.614 -0.526 8.247
F 2.188 -4.074 0.409
O 3.118 3.042 -0.190
C 3.332 -0.081 -6.085
O 1.176 1.520 -3.583
O 2.460 -1.328 -1.237
C 1.146 3.655 -4.503
H -2.399 3.579 -2.748
C -1.602 -1.207 4.300
C 2.871 -3.347 1.282
C 2.025 -1.536 -4.700
C 4.027 -0.552 -3.842
C 1.535 2.799 -3.469
H 1.121 5.646 -5.265
O -3.150 -4.525 -5.431
H 3.092 5.061 -1.505
H -0.375 -2.240 -0.892
C -3.836 -0.414 5.926
C -1.776 -0.951 1.601
H -4.880 -2.269 5.536
C -1.362 5.016 -1.575
C 1.442 5.000 -4.458
C -0.906 -2.195 -1.829
H -1.930 0.050 -4.160
O 1.216 -1.348 1.027
C -5.054 -1.325 6.051
H -1.588 -2.961 8.115
C -2.331 -2.148 3.583
O 2.727 -1.363 2.942
H -1.825 5.870 -2.049
C -2.043 -3.298 -3.653
H 0.596 3.226 -5.331
C -2.229 -2.049 -4.252
C 2.546 4.682 -2.359
H 5.117 0.704 -5.185
H -3.139 -3.631 -5.784
H -3.389 -0.506 8.365
N -0.748 0.185 -1.681
C -0.947 -0.209 3.588
C -2.483 -2.469 8.487
C 2.252 3.319 -2.374
H -1.850 -0.776 0.534
H -5.280 -1.535 7.097
H 2.384 6.577 -3.339
C -2.543 -4.574 -4.213
O -0.454 -1.561 6.360
C 4.240 0.087 -5.055
O 2.374 -3.246 -2.366
F 3.474 -4.175 2.141
H 1.538 -1.057 -6.728
C 2.234 -0.908 -5.914
C -1.149 -0.927 -2.391
Ti 2.341 -0.068 0.131
*
```

Values from the calculation:
energy relative to the best compared isomer or geometry (same formula, charge and spin) = 82.8 kcal per mole
<S²> = 0.777
total energy = -6935.9647 Eh

Atomic partial charges in e from the Mulliken method, atoms 1 to 4: 0.41, -0.24, 0.29, -0.23



No. 3
The following is a DFT calculation (ωB97M-V with the def2-TZVPD basis set) of C39H36GeIN9NaS3 as an isolated structure.

The geometry in ORCA input format:
```
! RIJCOSX wB97M-V def2-TZVPD def2/J DEFGRID3
* xyz -2 2
C 1.754 0.084 -4.731
I 1.148 -1.577 -5.880
C -2.484 -1.042 3.361
H 1.327 1.528 -6.276
H 2.267 -2.553 -2.375
H 1.128 2.787 1.027
H 2.686 0.573 -1.678
C 3.088 -2.457 3.008
C -0.313 -2.710 -0.153
C -0.035 -6.865 0.762
H 4.048 -2.417 -0.193
H 0.034 -7.920 1.005
Na -1.509 1.622 -0.355
N 0.139 1.293 2.661
C 1.684 -4.342 -1.362
H -0.303 0.467 3.042
N 3.695 -0.048 0.593
C 0.607 -2.215 -1.047
H 4.059 -2.246 3.482
H 0.375 -2.976 5.057
C 4.137 -2.687 0.855
N 3.079 -2.054 1.613
H 2.440 -4.972 -1.820
Ge -1.644 -1.335 0.537
S -1.488 0.958 -3.456
C -1.041 -6.069 1.351
C -3.418 -2.223 0.149
C -2.611 3.438 2.782
C -2.604 3.257 -4.537
N -0.636 3.586 -6.166
H 1.078 -0.914 2.250
H -1.128 7.047 0.056
H -3.370 5.034 4.096
C 2.433 2.138 -3.137
H -0.545 1.968 2.303
N 1.652 1.917 0.958
C -2.885 4.711 3.186
H 2.901 -3.532 3.073
C -0.437 -2.429 4.587
H 0.579 -1.161 -1.309
H 3.317 0.889 0.454
H 4.030 -3.768 0.958
H -2.881 2.587 3.402
H -0.175 7.578 -2.159
C 2.434 0.824 -2.702
H -3.580 -2.198 -0.931
H 1.623 -6.901 -0.578
C -2.414 -1.090 4.746
H 1.985 3.421 -4.811
H -1.315 -1.814 6.452
H 2.317 -1.945 3.577
C 2.053 2.405 -4.444
C -1.950 3.303 1.510
C -3.647 4.223 -4.589
N -0.842 3.919 -1.131
C 1.178 1.065 1.793
H -3.156 -0.572 5.343
H 0.219 -2.913 2.611
C -1.383 -1.784 5.371
C -1.548 -1.688 2.540
C 2.884 -0.693 1.330
C 0.774 -4.923 -0.444
C -0.318 4.222 -2.315
N -4.481 5.018 -4.653
H 2.686 2.932 -2.448
C -1.132 -4.739 1.048
C -1.515 3.422 -5.434
C -0.527 -2.382 3.198
H -3.279 -0.464 2.898
H -4.212 -1.630 0.610
N 1.725 -0.209 1.929
H -1.742 -6.514 2.048
C -1.143 4.920 -0.285
H -0.101 3.376 -2.957
N 2.108 -0.197 -3.499
C -0.058 5.511 -2.749
S -3.803 1.879 -2.454
C -0.230 -4.111 0.148
H 0.339 5.678 -3.741
H 5.135 -2.384 1.204
C -2.628 2.213 -3.630
H -3.516 -3.256 0.489
C -1.751 4.559 1.002
C 1.595 -3.017 -1.663
C -0.355 6.547 -1.877
C -0.892 6.253 -0.640
C 1.692 1.356 -5.275
S -2.356 5.859 2.037
C 0.847 -6.301 -0.115
H -1.895 -4.128 1.509
*
```

Values from the calculation:
energy relative to the best compared isomer or geometry (same formula, charge and spin) = 4.4 kcal per mole
<S²> = 0.756
total energy = -5732.1240 Eh

Atomic partial charges in e from the Mulliken method, atoms 1 to 4: -0.29, -0.02, -0.53, 0.42



No. 4
The following is a DFT calculation (ωB97M-V with the def2-TZVPD basis set) of C39H37AsN3O2RhS2Si as an isolated structure.

The geometry in ORCA input format:
```
! RIJCOSX wB97M-V def2-TZVPD def2/J DEFGRID3
* xyz -1 2
H -2.993 3.504 -3.126
C -2.033 -1.786 5.043
N -3.081 5.997 -2.330
C 3.094 -3.249 3.466
C -0.769 5.839 -1.381
H 2.730 4.942 -5.003
H -3.737 5.736 1.107
C 3.662 2.711 -0.645
H 4.092 -1.046 -1.388
C -1.918 2.503 -0.041
C -0.552 -0.216 -2.085
H 3.526 3.769 -0.463
C 2.888 0.439 -0.397
C -3.226 4.833 0.796
H 3.801 -4.838 -1.559
C -3.187 4.502 -0.541
C 2.903 -4.233 -1.581
C 3.969 0.002 -1.156
H -0.127 -4.041 -3.068
S -0.931 -1.820 -1.522
C 1.664 -2.322 -0.747
C 2.698 -1.494 1.857
H -0.686 -3.529 2.775
C 2.813 4.314 -4.111
H 4.030 0.185 1.977
H -2.391 -3.492 2.327
H 3.616 -2.898 -0.074
H -1.883 5.466 -4.543
H -2.531 0.044 -1.394
C 2.366 -2.730 2.407
H 5.730 0.559 -2.240
C -1.661 0.709 -1.601
H -1.191 -2.731 1.272
O 2.378 4.995 -2.952
N -3.777 5.438 -1.467
C -2.596 3.303 -0.967
C 2.733 1.802 -0.158
H 4.732 -2.936 4.820
H 0.732 -0.816 3.427
C 0.574 5.605 -1.592
C 1.042 5.262 -2.859
H -0.252 0.612 3.821
H -1.129 6.037 -0.380
O -1.129 2.188 2.157
H 1.528 -3.289 2.007
H 2.242 3.393 -4.259
H -2.248 -0.909 5.659
C -2.589 2.859 -2.356
H -3.132 -0.285 1.515
C 4.895 0.912 -1.647
H 1.277 5.640 -0.770
C -2.531 4.052 1.719
C -3.190 -0.396 2.601
Si -1.673 -1.289 3.252
C 4.496 -1.301 3.451
H -2.509 4.319 2.768
H -2.890 -2.464 5.110
C 0.705 -3.794 -2.421
S 0.753 0.243 -2.919
C -1.182 5.494 -3.717
Rh -0.202 0.621 1.260
H 1.929 -5.428 -3.074
C 4.749 2.268 -1.383
C 4.164 -2.534 3.990
C -2.090 1.671 -2.674
H 2.823 -4.210 3.887
H 5.474 2.978 -1.761
N -1.226 1.343 -0.368
C 1.856 -4.566 -2.423
H 0.502 4.959 -4.924
C -0.151 -0.240 3.138
H 3.858 4.065 -3.945
H -4.115 -0.925 2.849
H -3.236 0.614 3.017
H -2.065 1.323 -3.700
C -1.663 5.751 -2.447
C 3.766 -0.782 2.388
H 5.325 -0.736 3.858
H 1.871 2.148 0.402
C -1.463 -2.913 2.314
H -1.166 -2.292 5.478
C 0.164 5.217 -3.932
As 1.572 -0.746 0.444
C 0.606 -2.687 -1.586
C 2.802 -3.125 -0.750
C -1.838 2.912 1.319
*
```

Values from the calculation:
energy relative to the best compared isomer or geometry (same formula, charge and spin) = 21.4 kcal per mole
<S²> = 0.757
total energy = -5255.2915 Eh

Atomic partial charges in e from the Mulliken method, atoms 1 to 4: 0.55, -1.11, -0.44, -0.88